{
  "formula": "CH5IP2",
  "method": "ωB97M-V with the def2-TZVPD basis set",
  "homo_energy_ev": -9.15,
  "e_lumo_ev": -0.158,
  "spin_multiplicity": 1,
  "relative_energy_kcal_mol": 25.1,
  "orbital_gap_ha": 0.3303,
  "symbols": ["C", "P", "P", "I", "H", "H", "H", "H", "H"],
  "positions_angstrom": [[-0.2440, -0.0025, -0.5352], [0.7867, -1.4938, 0.0069], [0.8346, 1.4030, 0.0347], [-2.3781, 0.0304, -0.0019], [-0.2527, -0.0247, -1.9405], [0.1448, -1.3482, 1.2160], [0.0009, -2.7238, -0.0839], [0.0705, 2.3843, -0.4407], [0.3466, 1.5040, 1.4227]],
  "mulliken_charge": [-0.57, -0.04, -0.02, 0.06, 0.36, 0.04, 0.06, 0.04, 0.07]
}